One molecule with the formula C7H12N2, computed with ωB97M-V with the def2-TZVPD basis set.

XYZ file:
```
21
Properties=species:S:1:pos:R:3:forces:R:3
C -1.36483 -0.09940 1.06789 -1.493 1.104 -0.574
C -1.17371 -1.32371 0.25277 -0.493 -3.007 -0.827
C -1.22151 0.63973 -1.09968 -2.246 1.578 -2.873
C 0.82832 1.10010 0.29408 0.118 -0.378 0.091
C -0.73617 0.98488 0.22622 2.926 -0.089 0.920
C -1.11575 -0.80498 -1.15603 0.609 -0.751 1.339
C 1.60757 -0.07283 -0.28874 0.810 -0.981 1.780
N 2.53707 -0.96522 0.43084 -1.689 0.385 -0.650
N 2.96422 0.02626 -0.63874 1.065 -0.917 -0.536
H -2.43366 0.26354 1.27017 1.128 -1.034 -0.588
H -0.96211 -0.24869 1.99251 1.319 0.034 2.735
H -0.25056 -1.97519 0.48737 -1.091 1.265 -0.059
H -2.01235 -2.05279 0.40730 0.447 0.426 -0.223
H -2.33538 0.90203 -1.06165 0.881 -0.141 -0.396
H -0.80803 1.20445 -1.97612 -0.182 -0.492 0.827
H 1.29561 1.93423 -0.29508 -1.082 -0.183 0.618
H 0.94443 1.30748 1.39830 0.853 -0.463 -0.993
H -1.00199 1.88540 0.65164 -1.162 2.342 0.295
H -0.79075 -1.41454 -1.94351 0.195 -0.494 -1.165
H 2.72295 -0.68210 1.41443 0.156 0.588 -1.099
H 3.30663 -0.60865 -1.43396 -1.068 1.208 1.378
```
Forces are in eV/Å.

**Total energy**: -10427.410 eV
**Spin multiplicity**: 1
**F_max**: 4.0 eV/A

These are the Löwdin partial charges, in e, on atoms 1 to 6:
1. C -0.181
2. C -0.216
3. C -0.224
4. C -0.101
5. C -0.374
6. C -0.053